Model one:
Molecular formula: C3H6IN4
Method: DFT, the ωB97M-V functional and the def2-TZVPD basis

## Properties
Orbital gap (alpha / beta) in eV: 6.40 / 6.48
Total charge: +1

Element x y z (Å)
1 C 0.077 1.439 0.942
2 C 0.944 -0.437 -0.237
3 C 0.496 -1.565 -1.070
4 N 2.141 0.002 -0.094
5 N 1.407 2.762 -0.488
6 N -0.056 0.136 0.529
7 N 1.061 2.326 0.583
8 I 3.440 -0.135 -1.546
9 H -0.554 1.732 1.686
10 H 1.384 -1.969 -1.485
11 H 0.085 -1.299 -2.042
12 H 0.025 -2.365 -0.471
13 H -0.931 -0.274 0.878
14 H 1.441 2.747 1.460


Model two:
Molecular formula: C3H6IN4
Method: DFT, the ωB97M-V functional and the def2-TZVPD basis

## Properties
Orbital gap in eV: 9.49
Structure (SMILES): Nn1cc(I)[n+](N)c1
Total charge: +1

Element x y z (Å)
1 N -1.979 1.509 0.092
2 N -0.763 0.808 -0.023
3 C 0.473 1.294 -0.032
4 C 1.349 0.102 -0.088
5 I 3.495 0.238 -0.124
6 N 0.466 -0.971 -0.087
7 N 0.829 -2.273 -0.086
8 C -0.761 -0.517 -0.063
9 H -2.060 2.114 0.958
10 H -2.120 2.154 -0.757
11 H 0.691 2.326 0.287
12 H 1.808 -2.432 -0.212
13 H 0.117 -2.981 0.034
14 H -1.545 -1.372 0.101


Which of them is most stable, and which least? Most stable: model two; least stable: model one.


Model one:
Molecular formula: CH4Br2OSi
Method: DFT, the ωB97M-V functional and the def2-TZVPD basis

## Properties
Orbital gap in eV: 9.39

Element x y z (Å)
1 C 1.333 -0.824 -0.710
2 O -0.524 -0.362 -0.361
3 Si -1.266 0.672 0.558
4 Br 2.180 0.768 -0.198
5 Br 1.692 -2.322 0.167
6 H 1.074 -0.784 -1.805
7 H -1.694 1.994 -0.050
8 H -0.244 0.859 1.605
9 H -2.551 -0.003 0.795


Model two:
Molecular formula: CH4Br2OSi
Method: DFT, the ωB97M-V functional and the def2-TZVPD basis

## Properties
Orbital gap in eV: 9.17

Element x y z (Å)
1 C -1.371 0.820 -1.948
2 O 0.951 1.021 0.912
3 Si 0.673 0.365 2.286
4 Br -1.008 2.345 -2.930
5 Br -2.808 -0.265 -2.593
6 H -0.407 0.186 -1.977
7 H -1.590 1.141 -0.805
8 H -0.575 0.318 3.110
9 H 1.660 -0.580 2.773


Which of them is most stable, and which least? Most stable: model two; least stable: model one.


Model one:
Molecular formula: C3H13N3O
Method: DFT, the ωB97M-V functional and the def2-TZVPD basis

## Properties
Orbital gap in eV: 9.23
Structure (SMILES): NCCNCN.O

Element x y z (Å)
1 N -0.333 1.127 1.467
2 C -0.175 0.861 0.049
3 C 0.916 -0.207 -0.282
4 N 0.847 -1.412 0.485
5 C 0.116 -2.549 0.074
6 N 0.678 -3.769 0.629
7 H -0.539 0.264 1.953
8 H 0.530 1.510 1.824
9 H -1.079 0.598 -0.472
10 H 0.219 1.778 -0.402
11 H 1.897 0.242 -0.102
12 H 0.849 -0.341 -1.364
13 H 1.244 -1.345 1.408
14 H -0.958 -2.507 0.318
15 H 0.139 -2.594 -1.029
16 H 1.694 -3.810 0.658
17 H 0.470 -4.561 0.027
18 O -1.677 5.063 -2.080
19 H -2.623 5.224 -2.144
20 H -1.602 4.129 -1.860


Model two:
Molecular formula: C3H13N3O
Method: DFT, the ωB97M-V functional and the def2-TZVPD basis

## Properties
Orbital gap (alpha / beta) in eV: 7.93 / 8.41

Element x y z (Å)
1 C -1.825 -0.905 -1.027
2 C -1.972 -0.359 1.270
3 C 0.871 0.790 -1.157
4 N -1.608 0.116 -0.038
5 N 0.608 0.192 0.136
6 H 0.386 0.771 0.922
7 H -1.330 -1.875 -0.800
8 H -1.479 -0.570 -2.009
9 H -2.897 -1.139 -1.131
10 H -1.478 -1.310 1.566
11 H -3.055 -0.556 1.338
12 H -1.741 0.393 2.032
13 H 1.777 1.397 -1.103
14 H 0.020 1.404 -1.450
15 H 1.013 -0.001 -1.891
16 N 2.624 0.060 0.972
17 O 3.322 1.214 0.527
18 H 3.293 1.800 1.293
19 H 2.942 -0.623 0.279
20 H 0.529 -0.798 0.272


Model three:
Molecular formula: C3H13N3O
Method: DFT, the ωB97M-V functional and the def2-TZVPD basis

## Properties
Orbital gap in eV: 9.78
Structure (SMILES): NCCNCN.O

Element x y z (Å)
1 N 1.323 2.116 0.033
2 C -0.001 1.933 0.522
3 C -0.246 0.750 1.444
4 N -0.016 -0.395 0.611
5 C -0.646 -1.713 0.804
6 N -0.143 -2.553 -0.323
7 H 1.849 1.315 -0.289
8 H 1.852 2.915 0.373
9 H -0.635 1.798 -0.347
10 H -0.274 2.963 1.002
11 H 0.430 0.853 2.324
12 H -1.291 0.722 1.847
13 H 0.997 -0.546 0.509
14 H -1.733 -1.578 0.830
15 H -0.263 -2.219 1.808
16 H -0.912 -2.726 -1.062
17 H 0.633 -2.102 -0.903
18 O -0.275 -0.199 -2.545
19 H -1.030 0.091 -2.961
20 H -0.211 0.102 -1.633


Which of them is most stable, and which least? Most stable: model one; least stable: model two.


Model one:
Molecular formula: C21H24N2O4
Method: DFT, the ωB97M-V functional and the def2-TZVPD basis

## Properties
Orbital gap in eV: 8.96
Structure (SMILES): CCCOC(=O)c1ccc(OC[C@@H](O)Cn2c(C)nc3ccccc32)cc1

Element x y z (Å)
1 C 7.980 0.791 -0.857
2 C 6.493 0.469 -0.816
3 C 6.070 -0.006 0.573
4 O 4.700 -0.395 0.600
5 C 3.796 0.584 0.767
6 O 4.094 1.746 0.915
7 C 2.407 0.076 0.763
8 C 2.116 -1.275 0.607
9 C 0.806 -1.716 0.607
10 C -0.233 -0.803 0.765
11 O -1.552 -1.131 0.774
12 C -1.942 -2.451 0.459
13 C -3.472 -2.455 0.315
14 O -4.077 -2.035 1.504
15 C -3.954 -1.637 -0.911
16 N -3.517 -0.270 -0.918
17 C -2.477 0.287 -1.625
18 C -1.658 -0.463 -2.609
19 N -2.304 1.549 -1.369
20 C -3.258 1.885 -0.444
21 C -3.526 3.102 0.172
22 C -4.580 3.151 1.060
23 C -5.359 2.025 1.333
24 C -5.107 0.805 0.737
25 C -4.041 0.746 -0.148
26 C 0.055 0.555 0.925
27 C 1.360 0.986 0.923
28 H 8.264 1.129 -1.850
29 H 8.218 1.577 -0.144
30 H 8.570 -0.089 -0.610
31 H 5.912 1.357 -1.070
32 H 6.257 -0.312 -1.542
33 H 6.231 0.791 1.306
34 H 6.629 -0.899 0.866
35 H 2.921 -1.982 0.487
36 H 0.607 -2.770 0.493
37 H -1.659 -3.135 1.270
38 H -1.477 -2.793 -0.474
39 H -3.801 -3.491 0.164
40 H -3.700 -1.177 1.742
41 H -3.602 -2.128 -1.821
42 H -5.049 -1.654 -0.903
43 H -1.050 -1.225 -2.122
44 H -2.288 -0.943 -3.358
45 H -0.995 0.243 -3.099
46 H -2.927 3.970 -0.051
47 H -4.816 4.081 1.556
48 H -6.181 2.111 2.029
49 H -5.717 -0.058 0.955
50 H -0.764 1.247 1.035
51 H 1.598 2.032 1.040


Model two:
Molecular formula: C21H24N2O4
Method: DFT, the ωB97M-V functional and the def2-TZVPD basis

## Properties
Orbital gap in eV: 9.36
Structure (SMILES): CCC(=O)Oc1ccc(C(=O)Nc2cccc(C(=O)NC(C)(C)C)c2)cc1

Element x y z (Å)
1 C 2.711 3.190 5.392
2 C 3.742 2.275 4.746
3 C 3.210 1.637 3.485
4 O 2.128 1.827 3.005
5 O 4.151 0.827 2.955
6 C 3.891 0.094 1.806
7 C 2.699 -0.591 1.617
8 C 2.506 -1.309 0.453
9 C 3.499 -1.356 -0.520
10 C 3.308 -2.151 -1.769
11 O 4.133 -2.942 -2.177
12 N 2.116 -1.984 -2.412
13 C 1.142 -1.000 -2.205
14 C 1.489 0.315 -1.902
15 C 0.500 1.260 -1.700
16 C -0.837 0.914 -1.790
17 C -1.192 -0.392 -2.111
18 C -2.616 -0.837 -2.253
19 O -2.943 -1.678 -3.070
20 N -3.465 -0.237 -1.391
21 C -4.901 -0.501 -1.292
22 C -5.454 0.406 -0.193
23 C -5.124 -1.972 -0.930
24 C -5.565 -0.178 -2.632
25 C -0.200 -1.337 -2.336
26 C 4.712 -0.716 -0.292
27 C 4.906 0.019 0.860
28 H 1.819 2.627 5.654
29 H 2.421 3.976 4.700
30 H 3.119 3.643 6.291
31 H 4.038 1.474 5.427
32 H 4.646 2.829 4.485
33 H 1.926 -0.555 2.368
34 H 1.580 -1.845 0.308
35 H 1.923 -2.667 -3.135
36 H 2.528 0.598 -1.841
37 H 0.778 2.278 -1.475
38 H -1.594 1.672 -1.650
39 H -3.075 0.387 -0.704
40 H -4.978 0.188 0.761
41 H -5.285 1.453 -0.439
42 H -6.523 0.248 -0.085
43 H -4.646 -2.206 0.019
44 H -4.698 -2.606 -1.702
45 H -6.187 -2.182 -0.848
46 H -5.137 -0.801 -3.412
47 H -6.634 -0.366 -2.576
48 H -5.405 0.866 -2.892
49 H -0.492 -2.341 -2.606
50 H 5.493 -0.789 -1.034
51 H 5.835 0.536 1.043


Which of them is most stable, and which least? Most stable: model two; least stable: model one.


Model one:
Molecular formula: C7H12N2O2
Method: DFT, the ωB97M-V functional and the def2-TZVPD basis

## Properties
Orbital gap in eV: 9.09
Structure (SMILES): CC[C@@H](C)c1c(N)o[nH]c1=O

Element x y z (Å)
1 C -0.587 -2.953 0.237
2 C -0.790 -1.530 -0.293
3 C -0.111 -0.369 0.425
4 C 1.364 -0.783 0.668
5 C -0.140 1.010 -0.335
6 C -0.071 2.227 0.236
7 N -0.198 2.342 1.598
8 O -0.188 3.279 -0.770
9 N -0.292 2.653 -2.029
10 C -0.086 1.315 -1.778
11 O 0.371 0.577 -2.595
12 H 0.410 -3.286 0.062
13 H -0.685 -2.924 1.263
14 H -1.242 -3.786 -0.157
15 H -1.844 -1.367 -0.159
16 H -0.583 -1.500 -1.285
17 H -0.743 -0.180 1.290
18 H 1.390 -1.544 1.522
19 H 1.969 0.045 1.055
20 H 1.788 -1.074 -0.316
21 H 0.108 1.530 2.139
22 H -0.073 3.253 2.023
23 H 0.233 3.063 -2.802


Model two:
Molecular formula: C7H12N2O2
Method: DFT, the ωB97M-V functional and the def2-TZVPD basis

## Properties
Orbital gap in eV: 10.38
Structure (SMILES): CC(C)CCc1noc(=O)[nH]1

Element x y z (Å)
1 C 2.746 -1.045 0.752
2 C 1.382 -0.392 0.456
3 C 0.645 -1.250 -0.592
4 C 0.566 -0.191 1.755
5 C -0.680 0.728 1.657
6 C -1.910 -0.074 1.360
7 N -2.457 -0.847 2.260
8 O -3.674 -1.314 1.695
9 C -3.748 -0.708 0.481
10 O -4.732 -0.610 -0.223
11 N -2.635 0.028 0.201
12 H 3.298 -1.189 -0.204
13 H 3.383 -0.445 1.412
14 H 2.582 -2.048 1.258
15 H 1.594 0.574 -0.035
16 H -0.330 -0.809 -0.858
17 H 1.239 -1.273 -1.484
18 H 0.531 -2.292 -0.251
19 H 0.239 -1.149 2.173
20 H 1.259 0.230 2.478
21 H -0.804 1.227 2.619
22 H -0.517 1.509 0.941
23 H -2.816 0.901 -0.186


Model three:
Molecular formula: C7H12N2O2
Method: DFT, the ωB97M-V functional and the def2-TZVPD basis

## Properties
Orbital gap (alpha / beta) in eV: 6.83 / 6.84

Element x y z (Å)
1 C -1.603 0.058 0.149
2 C -0.754 1.177 -0.099
3 C 1.096 -0.488 -0.329
4 C -3.066 0.387 0.126
5 C 0.754 -1.233 -1.586
6 C 2.062 -1.171 0.655
7 C 1.428 1.911 0.548
8 N 0.641 0.807 -0.073
9 N -1.079 -0.954 0.766
10 O -1.596 -2.017 1.079
11 O -1.046 2.304 -0.432
12 H -3.478 1.028 0.848
13 H -3.769 -0.469 0.230
14 H -3.111 0.720 -0.984
15 H -0.155 -1.794 -1.613
16 H 1.500 -2.096 -1.598
17 H 0.768 -0.731 -2.523
18 H 3.002 -1.438 0.296
19 H 1.521 -2.119 0.900
20 H 2.214 -0.578 1.576
21 H 1.792 1.687 1.527
22 H 2.153 2.286 -0.281
23 H 0.726 2.723 0.820


Which of them is most stable, and which least? Most stable: model two; least stable: model three.